83
Properties=species:S:1:pos:R:3:mulliken_charge:R:1 method="wB97M-V/def2-TZVPD" orbital_gap_ev=3.8 e_tot_ha=-4557.92801 homo_energy_ev=0.78 charge=-2 e_lumo_ev=4.60
Li -0.249 -0.631 -0.352 0.931
C 2.274 -1.964 2.663 -1.700
C 1.430 -1.059 1.776 -0.004
N 1.035 -1.496 0.565 0.578
N 1.317 -2.818 0.267 -1.253
C 0.864 -3.294 -0.832 0.347
N 1.209 -4.652 -1.108 -0.685
S -0.128 -2.536 -2.052 -0.601
C 1.109 0.198 2.257 0.682
C 1.610 0.621 3.539 -0.516
C 1.855 1.921 3.813 -0.964
C 1.584 2.874 2.755 -0.642
C 0.880 2.473 1.677 -0.604
N 0.368 1.198 1.470 0.809
H 2.440 -2.894 2.129 0.429
H 1.768 -2.185 3.609 0.260
H 3.234 -1.495 2.889 0.395
H 1.322 -5.175 -0.249 0.224
H 0.495 -5.055 -1.698 0.229
H 1.839 -0.133 4.286 0.174
H 2.250 2.248 4.769 0.341
H 1.933 3.898 2.825 0.303
H 0.619 3.206 0.919 0.377
C -2.185 -2.736 0.887 -1.821
C -2.333 -1.427 1.661 1.544
C -1.679 -1.603 3.035 -1.277
C -3.825 -1.122 1.857 -1.271
O -1.694 -0.405 0.861 0.472
Si -1.505 1.243 1.180 -0.284
S -0.852 2.410 -0.793 -0.615
O -1.782 1.585 2.814 0.713
C -2.336 2.647 3.558 1.859
C -2.253 3.990 2.824 -1.474
C -1.534 2.745 4.861 -1.650
C -3.796 2.323 3.910 -1.357
O -3.165 1.755 0.874 0.356
C -4.174 1.874 -0.104 1.492
C -5.510 1.717 0.646 -1.806
C -4.091 0.793 -1.207 -1.225
C -4.221 3.271 -0.751 -1.826
H -2.759 -3.527 1.377 0.349
H -1.134 -3.022 0.839 0.315
H -2.540 -2.617 -0.139 0.316
H -2.151 -2.436 3.564 0.570
H -1.775 -0.693 3.621 -0.037
H -0.619 -1.806 2.905 0.104
H -4.248 -1.804 2.598 0.580
H -4.371 -1.239 0.918 0.333
H -3.934 -0.098 2.206 -0.109
H -1.204 4.203 2.603 0.236
H -2.667 4.794 3.438 0.518
H -2.794 3.927 1.882 0.032
H -0.482 2.891 4.624 0.246
H -1.626 1.813 5.422 0.284
H -1.898 3.574 5.477 0.380
H -4.377 2.226 2.995 -0.102
H -4.228 3.108 4.537 0.528
H -3.834 1.374 4.451 0.198
H -5.579 0.730 1.106 0.354
H -6.350 1.850 -0.043 0.393
H -5.580 2.475 1.428 0.281
H -3.381 0.018 -0.926 -0.043
H -3.761 1.223 -2.151 0.306
H -5.067 0.330 -1.373 0.317
H -4.433 4.032 0.006 0.360
H -5.010 3.298 -1.510 0.406
H -3.262 3.499 -1.204 0.258
C 1.910 0.225 -3.676 -1.152
Ge 0.662 1.725 -3.452 0.467
C 1.678 3.321 -2.889 -1.170
C -0.185 2.167 -5.203 -1.267
C -0.777 1.252 -2.196 0.571
H 2.672 0.427 -4.431 0.384
H 1.365 -0.682 -3.936 0.315
H 2.392 0.036 -2.716 0.322
H 2.434 3.593 -3.629 0.396
H 2.167 3.105 -1.938 0.319
H 1.004 4.164 -2.735 0.329
H 0.562 2.440 -5.950 0.360
H -0.874 3.005 -5.080 0.356
H -0.751 1.310 -5.573 0.364
H -0.599 0.244 -1.843 -1.175
H -1.730 1.249 -2.723 0.266

97
Properties=species:S:1:pos:R:3:mulliken_charge:R:1 method="wB97M-V/def2-TZVPD" orbital_gap_ev="8.6 / 8.6" spin_multiplicity=3 e_tot_ha=-5500.27869 homo_energy_ev="-10.81 / -10.81" s2=2.002 charge=+1 e_lumo_ev="-2.25 / -2.23"
O -0.833 0.871 1.154 0.325
O -3.296 -1.017 0.211 -0.036
C -1.085 0.887 2.625 -0.100
C -0.806 2.224 3.259 -1.119
H -0.433 0.103 3.046 0.392
H -2.125 0.568 2.755 0.044
H 0.246 2.510 3.156 0.087
H -1.027 2.143 4.327 0.530
H -1.426 3.029 2.858 0.211
C -1.272 2.059 0.404 0.278
C -2.756 2.279 0.546 -1.366
H -0.981 1.888 -0.643 -0.248
H -0.680 2.902 0.780 0.143
H -3.322 1.359 0.359 -0.072
H -3.086 3.032 -0.177 0.512
H -2.987 2.651 1.548 0.338
C -3.615 -1.522 -1.116 0.245
C -4.453 -1.088 1.086 -0.407
C -3.665 -0.405 -2.130 -1.248
H -4.589 -2.047 -1.084 0.538
H -2.845 -2.266 -1.367 -0.420
H -4.466 0.301 -1.874 0.379
H -3.873 -0.840 -3.115 0.451
H -2.707 0.128 -2.183 0.018
C -5.627 -0.262 0.606 -1.338
H -4.098 -0.753 2.070 0.300
H -4.758 -2.150 1.159 0.376
H -5.353 0.772 0.393 0.280
H -6.373 -0.257 1.401 0.462
H -6.090 -0.701 -0.280 0.326
H -1.399 -0.915 0.785 -0.550
N 2.709 1.719 0.229 0.853
C 3.891 1.693 -0.418 1.136
C 4.245 0.779 -1.414 -1.718
C 3.416 -0.155 -2.034 1.269
C 4.893 2.792 -0.185 -1.660
H 4.983 3.081 0.866 0.245
H 4.630 3.680 -0.778 0.242
H 5.870 2.437 -0.534 0.545
C 3.830 -0.773 -3.339 -1.508
H 3.100 -0.580 -4.138 0.255
H 3.970 -1.858 -3.255 0.262
H 4.785 -0.336 -3.653 0.494
N 2.247 -0.517 -1.489 0.964
C 2.301 2.979 0.802 0.124
C 2.516 3.234 2.172 0.392
C 3.213 2.219 3.029 -1.242
C 2.093 4.452 2.709 -0.435
H 2.237 4.626 3.778 0.436
C 1.504 5.417 1.897 -0.994
H 1.166 6.358 2.331 0.437
C 1.381 5.196 0.533 -0.902
H 0.963 5.959 -0.125 0.448
C 1.800 3.997 -0.037 1.040
C 1.746 3.808 -1.522 -1.684
C 1.340 -1.421 -2.153 -1.171
C 1.443 -2.813 -1.908 1.354
C 2.551 -3.346 -1.045 -1.400
C 0.456 -3.655 -2.428 -0.641
H 0.520 -4.727 -2.227 0.465
C -0.587 -3.129 -3.194 -1.101
H -1.352 -3.796 -3.593 0.420
C -0.621 -1.769 -3.510 -0.729
H -1.407 -1.369 -4.149 0.505
C 0.343 -0.896 -3.006 1.081
C 0.310 0.566 -3.340 -1.112
Tm 1.280 -0.134 0.458 -0.043
H 2.530 1.414 3.343 0.085
H 3.593 2.702 3.940 0.498
H 4.066 1.747 2.519 0.280
H 1.408 2.804 -1.813 0.182
H 2.719 3.987 -2.004 0.329
H 1.040 4.532 -1.951 0.465
H 2.546 -4.445 -1.068 0.458
H 2.463 -3.045 0.017 0.181
H 3.540 -3.005 -1.387 0.249
H 1.314 0.987 -3.501 0.398
H -0.181 1.159 -2.546 -0.033
H -0.274 0.728 -4.258 0.560
H 5.232 0.904 -1.853 0.343
C -0.661 -1.792 0.624 3.721
Si -1.333 -3.438 1.312 0.238
H -0.418 -1.871 -0.454 -1.466
H 0.242 -1.755 1.308 -0.734
C -2.138 -3.108 2.976 -1.027
C 0.148 -4.562 1.566 -1.069
C -2.502 -4.378 0.201 -0.954
H -2.588 -5.402 0.603 0.496
H -2.132 -4.452 -0.830 0.265
H -3.504 -3.933 0.184 0.200
H -1.396 -2.764 3.710 0.316
H -2.591 -4.032 3.367 0.396
H -2.928 -2.350 2.909 0.186
H 0.998 -4.044 2.026 0.264
H 0.482 -4.995 0.614 0.229
H -0.163 -5.381 2.229 0.434
Br 2.502 -1.415 2.327 -0.445